ORCA calculation (the ωB97M-V functional and the def2-TZVPD basis) on a single C2H5NOS molecule at a distorted geometry.

XYZ file:
```
10
Properties=species:S:1:pos:R:3:forces:R:3:lowdin_charge:R:1
C -0.28641 -1.95450 0.71916 -5.4 2.3 3.5 -0.300
N 0.84908 1.19329 -0.07726 -0.6 0.8 -1.5 -0.066
H -0.16486 -1.67100 1.86638 0.5 -0.9 -2.8 0.079
H 0.45969 -2.07915 0.05682 3.0 -0.6 -1.6 -0.042
H -1.10845 -2.74657 0.61979 1.4 1.0 0.2 0.039
S -1.35752 -0.46102 0.00728 1.0 0.0 0.6 0.735
H -1.18012 1.82505 -0.91682 2.7 -1.9 1.9 0.149
O 1.11213 2.36314 -0.86289 2.2 1.4 -0.6 -0.165
H 2.07553 2.45875 -1.15323 -1.7 -0.9 1.2 0.119
C -0.39906 1.07201 -0.25923 -2.9 -1.2 -1.2 -0.550
```
Forces are in eV/Å.

Properties
* structure (SMILES): CS/C=N/O
* electronic energy: -16524.22268 eV
* M: 91.135 g/mol
* E_HOMO: -8.7 eV
* relative energy (zero: lowest compared OMol25 entry of this formula, charge and spin): 95.9 kcal/mol